This record from the OMol25 dataset describes C30H29F5N7O3SV as an isolated structure. The level of theory is the ωB97M-V functional and the def2-TZVPD basis.

Results
- energy relative to the best compared isomer or geometry (same formula, charge and spin) (kcal/mol) = 7.8
- HOMO (alpha / beta) (eV) = -2.17 / -5.14
- net charge = -1
- spin multiplicity = 4
- maximum force (eV/Å) = 0.5
- total energy (eV) = -98269.7571

Geometry as XYZ:
```
76
C30H29F5N7O3SV the ωB97M-V functional and the def2-TZVPD basis
V 0.8564 -0.4978 0.6486
C 1.5285 5.8478 -0.1714
C 2.2203 4.4934 -0.2515
N 1.4514 3.4392 0.3724
C 0.5404 2.6838 -0.2831
S -0.0358 3.1041 -1.8187
N 0.2009 1.5891 0.4332
N -0.6104 0.6404 -0.0582
C -1.8262 0.6244 -0.4250
C -2.7316 1.8072 -0.4197
C -2.3215 -0.7421 -0.7152
C -3.6165 -0.9871 -1.1485
C -4.0092 -2.2991 -1.3646
C -3.1059 -3.3200 -1.1309
C -1.8285 -2.9794 -0.6972
N -1.4441 -1.7279 -0.5073
H 2.1528 6.6263 -0.6142
H 1.3258 6.1124 0.8675
H 0.5839 5.8069 -0.7148
H 3.1838 4.5301 0.2602
H 2.3976 4.2331 -1.2972
H 1.8675 2.9728 1.1643
H -2.2093 2.6775 -0.0340
H -3.5954 1.5865 0.2135
H -3.0795 2.0465 -1.4267
H -4.3044 -0.1678 -1.3079
H -5.0138 -2.5190 -1.7036
H -3.3740 -4.3576 -1.2730
H -1.0870 -3.7456 -0.4926
C 4.2701 -1.0235 -1.0628
C 2.8439 -1.0355 -1.5361
O 2.0022 -0.2213 -1.1448
N 2.5271 -1.9655 -2.4464
C 1.1550 -2.1537 -2.8959
C 0.6680 -0.9801 -3.7214
C 1.4596 -0.4334 -4.7254
C 0.9829 0.6569 -5.4304
C -0.2672 1.1607 -5.1158
C -0.9896 0.5335 -4.1139
N -0.5433 -0.5182 -3.4358
H 4.4333 -0.1450 -0.4481
H 4.9519 -1.0220 -1.9150
H 4.4505 -1.9115 -0.4564
H 3.2014 -2.6888 -2.6286
H 0.4897 -2.2791 -2.0405
H 1.1432 -3.0680 -3.4899
H 2.4415 -0.8439 -4.9248
H 1.5829 1.1143 -6.2073
H -0.6694 2.0292 -5.6182
H -1.9666 0.9042 -3.8275
O 0.9793 -4.4479 1.0582
C 0.8251 -3.2421 1.2374
O 1.4488 -2.3246 0.5140
C -0.1195 -2.6892 2.2144
C -0.8879 -3.5310 3.0178
C -1.8462 -3.0121 3.8437
C -2.0520 -1.5886 3.8659
C -3.0307 -0.9881 4.6630
C -3.2182 0.3839 4.6747
C -2.4030 1.1823 3.8769
C -1.4250 0.6177 3.0778
C -1.2274 -0.7731 3.0398
N -0.2700 -1.3179 2.2233
H -0.6987 -4.5936 2.9421
H -2.4570 -3.6469 4.4744
H -3.6492 -1.6286 5.2830
H -3.9817 0.8287 5.3004
H -2.5236 2.2592 3.8832
H -0.7834 1.2502 2.4777
F 3.2742 1.2666 1.2236
C 2.6083 0.1819 1.8183
F 3.5825 -0.8044 1.8915
C 2.4329 0.6359 3.2685
F 1.6349 1.7190 3.3312
F 1.9022 -0.3205 4.0300
F 3.6025 0.9959 3.8493
```